1.
This record from the OMol25 dataset describes a cluster of 12 separate species, H23O12 in total. The level of theory is ωB97M-V/def2-TZVPD.

Calculated values
* energy above the lowest of the compared OMol25 structures with the same formula, charge and spin: 1.042 eV
* LUMO energy (spin up / spin down): -0.027 / -0.219 Eh
* frontier orbital gap (spin up / spin down): 0.3522 / 0.1603 Ha
* <S²>: 0.76
* spin multiplicity: 2

Each line ends with the Mulliken charge.
Atoms and positions in Å:
O (1.9124, 0.9746, -0.0164)  -0.51
H (-1.0357, 1.2569, 1.1921)  0.46
H (-1.7838, -2.5757, 2.2871)  0.29
O (2.4866, 0.0229, -3.9336)  -0.66
H (2.3283, -0.4326, -3.0969)  0.33
H (1.6113, 0.0106, -4.3402)  0.33
O (3.2734, -3.0394, 1.4996)  -0.62
H (3.4996, -2.6856, 0.6345)  0.26
O (-1.4871, -3.1112, 1.5536)  -0.58
H (0.7638, 1.5610, -2.8461)  0.19
H (-1.1395, -2.6535, 0.7861)  0.29
O (-1.6348, 1.0202, 1.9323)  -0.63
H (0.0601, -0.2905, -1.2500)  0.33
H (1.3227, -0.8231, 0.6388)  0.32
O (-1.5999, 0.1104, 4.8251)  -0.61
H (-4.4019, -1.6382, -0.1612)  0.30
H (2.3321, -2.7711, 1.5861)  0.41
O (-0.1319, 1.4000, -2.5376)  -0.63
H (-0.2997, 1.6587, -1.6075)  0.47
H (-1.3849, 1.0312, 5.0087)  0.31
O (0.9189, 4.2841, -2.2175)  -0.62
H (0.7956, 3.4070, -2.6240)  0.31
H (1.8841, 4.2423, -2.1518)  0.33
O (-0.3063, -1.1332, -1.5413)  -0.62
H (-1.2154, -0.8553, -1.7064)  0.32
H (0.3817, -1.3135, 1.7843)  0.27
O (-3.8844, -2.4001, 0.1126)  -0.58
H (2.4845, 1.5778, -0.5167)  0.33
H (-0.1082, 2.9441, 0.2340)  0.31
O (-0.2748, 1.9992, 0.0404)  -0.63
H (-3.5123, -2.8114, -0.6716)  0.30
H (-1.6142, 0.1097, 3.8589)  0.33
O (1.3014, -1.2254, 1.5136)  -0.64
H (0.9831, 1.4641, -0.0881)  0.22
H (-2.5245, 0.6851, 1.8193)  0.30

2.
This record from the OMol25 dataset describes the molecule C14H23O7P. The level of theory is ωB97M-V/def2-TZVPD.

Calculated values
* energy above the lowest of the compared OMol25 structures with the same formula, charge and spin: 0.000 eV
* LUMO energy: 0.027 Eh
* SMILES string: CCOP(=O)(OCC)[C@H](O)c1cc(OC)c(OC)c(OC)c1
* frontier orbital gap: 0.3199 Ha
* spin multiplicity: 1

Each line ends with the Mulliken charge.
Atoms and positions in Å:
C (-2.1205, 0.8214, 4.6179)  -0.90
C (-0.7996, 0.0784, 4.7123)  -0.32
H (-0.9734, -1.0005, 4.6449)  0.30
H (-0.2804, 0.3094, 5.6464)  0.32
O (0.0960, 0.4680, 3.6772)  -0.35
P (-0.1036, -0.1525, 2.2179)  0.85
O (-0.7996, -1.4432, 2.1712)  -0.81
O (-0.8841, 1.0332, 1.4425)  -0.27
C (-1.7823, 0.7200, 0.3834)  0.11
C (-3.0252, 1.5859, 0.5045)  -1.45
H (-3.5528, 1.3663, 1.4292)  0.33
H (-2.7486, 2.6370, 0.5036)  0.32
H (-3.6854, 1.3912, -0.3358)  0.40
H (-2.0406, -0.3419, 0.4405)  0.35
H (-1.2725, 0.9072, -0.5678)  0.15
C (1.6188, -0.0117, 1.5376)  -0.23
C (1.4490, -0.1541, 0.0471)  -1.11
C (1.6869, 0.9080, -0.8093)  -0.72
C (1.4422, 0.7664, -2.1683)  0.72
C (0.9159, -0.4350, -2.6787)  0.82
C (0.6553, -1.4948, -1.7965)  0.95
C (0.9513, -1.3484, -0.4456)  -0.42
H (0.7728, -2.1527, 0.2470)  0.45
O (0.0942, -2.6303, -2.3143)  -0.44
C (-0.1945, -3.6943, -1.4376)  -0.91
H (-0.8783, -3.3873, -0.6411)  0.35
H (0.7164, -4.1090, -0.9950)  0.34
H (-0.6727, -4.4539, -2.0547)  0.25
O (0.6637, -0.4280, -4.0224)  -0.49
C (0.7766, -1.6286, -4.7545)  -0.79
H (-0.0927, -2.2746, -4.6136)  0.23
H (1.6804, -2.1801, -4.4831)  0.31
H (0.8390, -1.3228, -5.7989)  0.30
O (1.6641, 1.7378, -3.0961)  -0.44
C (2.1890, 2.9676, -2.6629)  -0.90
H (2.2963, 3.5717, -3.5625)  0.24
H (1.5114, 3.4746, -1.9676)  0.34
H (3.1692, 2.8460, -2.1902)  0.36
H (2.0906, 1.8234, -0.4097)  0.56
O (2.1994, 1.1845, 1.9572)  -0.62
H (1.5249, 1.8735, 1.9165)  0.42
H (2.2296, -0.8264, 1.9378)  0.59
H (-1.9485, 1.8949, 4.6086)  0.26
H (-2.7511, 0.5653, 5.4652)  0.42
H (-2.6262, 0.5383, 3.6977)  0.15

3.
This record from the OMol25 dataset describes a structure of composition C40H39Cl2FI2N5O4SSc. The level of theory is ωB97M-V/def2-TZVPD.

Calculated values
* energy above the lowest of the compared OMol25 structures with the same formula, charge and spin: 1.569 eV
* LUMO energy: -0.081 Eh
* frontier orbital gap: 0.1128 Ha
* spin multiplicity: 1

Each line ends with the Mulliken charge.
Atoms and positions in Å:
Sc (1.5572, -0.1338, -2.4761)  -0.63
F (3.0532, -1.8253, 3.9333)  -0.35
C (2.0008, -1.0607, 3.5312)  0.07
C (1.9074, -0.7345, 2.1997)  -0.40
C (0.8789, 0.1072, 1.7475)  0.64
C (0.8455, 0.5019, 0.3569)  1.52
O (1.7050, 0.0598, -0.4544)  -0.71
C (-0.1867, 1.4347, 0.0118)  0.48
C (-1.0916, 1.8320, 0.9368)  -0.67
N (-1.0728, 1.4241, 2.2381)  0.48
C (-2.0380, 1.9604, 3.1463)  -0.38
C (-1.5867, 2.9040, 4.2286)  -0.40
C (-2.3797, 3.4168, 3.0678)  -0.98
C (-0.0840, 0.5707, 2.6692)  -0.55
C (-0.0117, 0.1502, 3.9963)  -0.70
C (1.0575, -0.6312, 4.4595)  -1.17
N (1.0842, -0.9550, 5.8435)  0.23
C (1.0682, 0.1389, 6.7954)  -0.59
C (0.1565, -0.3149, 7.9551)  -0.76
N (0.1187, -1.7998, 7.9021)  -0.11
C (1.4879, -2.3506, 7.7600)  -0.68
C (1.9465, -2.0171, 6.3254)  -0.80
C (-0.2288, 2.0932, -1.3678)  0.09
O (-0.7327, 3.2090, -1.4351)  -0.77
O (0.2751, 1.4354, -2.3241)  -0.47
H (2.6372, -1.0945, 1.4922)  0.81
H (-1.8789, 2.5141, 0.6580)  0.57
H (-2.8430, 1.2686, 3.3835)  0.44
H (-0.5376, 3.1568, 4.2628)  0.22
H (-2.0525, 2.8363, 5.2007)  0.28
H (-1.8586, 4.0277, 2.3479)  0.31
H (-3.4079, 3.7037, 3.2179)  0.30
H (-0.7787, 0.4473, 4.6912)  0.93
H (0.6749, 1.0403, 6.3303)  0.48
H (2.0783, 0.3667, 7.1668)  0.30
H (-0.8607, 0.0570, 7.8252)  0.43
H (0.5377, 0.0100, 8.9225)  0.37
H (-0.3521, -2.0316, 7.0118)  0.39
H (-0.3820, -2.1987, 8.6990)  0.32
H (1.4810, -3.4274, 7.9285)  0.36
H (2.1298, -1.8883, 8.5099)  0.33
H (1.8278, -2.8819, 5.6737)  0.50
H (3.0109, -1.7480, 6.3326)  0.48
C (-6.0791, 1.6313, -2.7973)  -2.38
C (-4.5504, 1.6444, -2.6987)  2.50
C (-3.9891, 2.3217, -3.9568)  -1.70
C (-4.1531, 2.4501, -1.4514)  -1.50
C (-3.9562, 0.2484, -2.5715)  -0.43
C (-4.7433, -0.9045, -2.4904)  -0.23
C (-4.1831, -2.1612, -2.3666)  -1.31
C (-2.8072, -2.2656, -2.3031)  1.53
S (-1.8263, -3.6895, -2.2042)  -0.52
C (-0.3962, -2.6637, -2.2699)  1.05
N (-0.6385, -1.3848, -2.3061)  1.11
C (-1.9847, -1.1228, -2.3627)  -2.27
C (-2.5776, 0.1247, -2.5145)  0.08
C (0.9251, -3.2430, -2.3085)  0.44
C (1.0361, -4.6370, -2.3486)  -1.38
C (2.2762, -5.2323, -2.3810)  -0.75
C (3.4027, -4.4240, -2.3716)  -0.93
C (3.2800, -3.0415, -2.3621)  0.00
C (2.0460, -2.3649, -2.3367)  1.27
H (-6.4462, 2.6523, -2.8886)  0.45
H (-6.5269, 1.1963, -1.9060)  0.43
H (-6.4089, 1.0770, -3.6726)  0.47
H (-4.4798, 3.2806, -4.1167)  0.45
H (-4.1505, 1.6899, -4.8283)  0.39
H (-2.9230, 2.5036, -3.8567)  0.30
H (-4.7169, 3.3797, -1.4186)  0.53
H (-3.0944, 2.6948, -1.4675)  0.16
H (-4.3724, 1.8765, -0.5512)  0.32
H (-5.8179, -0.8413, -2.5477)  0.50
H (-4.8019, -3.0452, -2.3420)  0.38
H (-1.9452, 0.9890, -2.6211)  0.44
H (0.1388, -5.2432, -2.3706)  0.40
H (2.3650, -6.3082, -2.4210)  0.40
H (4.3857, -4.8784, -2.3844)  0.41
H (4.2063, -2.4715, -2.3740)  0.28
O (2.6922, 2.5856, -2.3428)  -0.54
H (1.8558, 3.0603, -2.4132)  0.33
H (3.1636, 2.7395, -3.1677)  0.30
Cl (2.4685, 1.2373, -7.2512)  -0.25
C (3.7875, 1.0063, -6.1535)  0.33
C (5.0562, 1.3068, -6.5950)  -0.57
C (6.1488, 1.2057, -5.7476)  -0.48
C (5.9395, 0.8323, -4.4284)  -0.68
C (4.6702, 0.5582, -3.9839)  0.99
Cl (4.4215, 0.1586, -2.3045)  -0.22
C (3.5046, 0.6006, -4.8154)  -0.54
N (2.3216, 0.3434, -4.2998)  -0.45
H (5.1806, 1.6291, -7.6159)  0.41
H (7.1437, 1.4259, -6.0970)  0.36
H (6.7623, 0.7547, -3.7372)  0.42
I (0.7368, -0.6298, -5.2734)  0.16
I (-1.5043, -2.2298, -6.3074)  -0.65